34
Properties=species:S:1:pos:R:3:mulliken_charge:R:1 method="wB97M-V/def2-TZVPD" smiles="O=C1C(=O)C(Cl)=C(Cl)C(Cl)=C1Cl.C1CN=C2SCCCN2C1" orbital_gap_ev=6.865 mol_weight_g_mol=402.130 de_lowest_kcal_mol=26.17 homo_ha=-0.3066
H -1.48 -3.26 -2.71 0.383
C -1.50 -0.63 1.94 -0.041
H -5.67 -4.16 0.64 0.329
H -4.40 -6.01 2.72 0.342
H -3.43 -4.84 -2.25 0.398
C -0.81 0.55 2.20 0.040
H -5.58 -4.68 3.08 0.394
C -1.27 -2.67 -0.65 -0.867
H -4.61 -6.05 -0.85 0.399
H -0.98 -1.62 -0.78 0.311
Cl -3.15 -0.63 1.51 -0.110
N -3.29 -4.56 -0.19 0.191
H -1.94 -5.35 -1.57 0.315
Cl 1.46 2.00 2.71 -0.150
O -1.15 -2.85 2.94 -0.738
H -3.66 -6.55 0.53 0.314
C -2.09 -3.16 -1.82 -0.831
Cl 3.03 -0.68 2.27 -0.148
H -6.18 -5.82 0.97 0.363
C -4.21 -5.67 0.10 -0.751
N -2.01 -2.75 0.58 -0.080
C 0.63 -1.84 1.73 0.266
H -2.85 -2.39 -2.04 0.307
C 1.34 -0.62 2.19 -0.188
C -5.34 -5.14 0.98 -0.742
S -3.39 -3.97 2.48 -0.049
H -0.36 -3.26 -0.50 0.417
C -4.81 -5.05 2.40 -0.560
C -2.68 -4.53 -1.50 -0.613
C -2.85 -3.73 0.79 0.056
O 1.16 -2.78 1.11 -0.605
C 0.62 0.56 2.36 0.453
C -0.85 -1.92 2.15 1.360
Cl -1.71 1.99 2.22 -0.167

=====

33
Properties=species:S:1:pos:R:3:mulliken_charge:R:1 method="wB97M-V/def2-TZVPD" smiles="CCCn1nnc(NC(=O)c2sc3ccccc3c2Cl)n1" orbital_gap_ev=8.434 mol_weight_g_mol=321.793 de_lowest_kcal_mol=0.00 homo_ha=-0.3188
N 1.90 -1.01 2.54 -0.372
C 4.55 2.33 2.04 -0.382
O 0.56 0.69 -1.02 -0.653
C -0.08 -0.13 -0.39 0.451
H 3.95 2.46 2.94 0.290
H -4.78 -2.90 -0.16 0.352
C -4.70 -2.23 -1.00 -0.562
C -3.54 -1.47 -1.18 0.437
N 2.56 0.26 0.86 -0.628
C 4.73 0.83 1.77 -0.610
C -3.44 -0.61 -2.29 0.332
H 4.56 3.02 -0.01 0.293
Cl -2.24 -2.37 1.05 -0.342
C -4.47 -0.50 -3.21 -0.566
C -1.42 -0.54 -0.84 0.762
C -2.37 -1.41 -0.37 -0.185
H -4.38 0.16 -4.05 0.404
S -1.93 0.25 -2.31 -0.233
H -6.42 -1.20 -3.73 0.379
N 3.47 0.16 1.81 1.017
H 5.35 0.37 2.54 0.308
H -6.61 -2.71 -1.80 0.378
H 3.71 4.09 1.11 0.331
C 1.57 -0.48 1.35 0.396
C -5.60 -1.27 -3.02 -0.480
H 5.54 2.76 2.23 0.314
N 0.36 -0.73 0.76 0.102
C 3.91 3.05 0.86 -1.003
H 5.17 0.68 0.78 0.330
N 3.09 -0.59 2.81 -0.695
C -5.71 -2.13 -1.92 -0.619
H 2.97 2.57 0.58 0.281
H -0.23 -1.37 1.27 0.174

=====

32
Properties=species:S:1:pos:R:3:mulliken_charge:R:1 method="wB97M-V/def2-TZVPD" total_charge=-1 orbital_gap_ev=1.589 mol_weight_g_mol=289.229 de_lowest_kcal_mol=185.21 homo_ha=-0.0560
C -1.67 -0.70 2.51 0.168
C 0.01 2.06 1.89 -0.569
C -1.60 2.14 2.38 -0.683
F 1.24 -1.31 -0.66 -0.225
C -3.04 0.55 0.61 -0.490
H 2.17 2.04 0.11 0.300
H 0.60 1.39 2.64 0.381
F 3.23 -0.16 -1.34 -0.268
H 2.52 -3.44 2.77 0.330
O 0.15 1.37 0.58 -0.122
H 3.20 0.18 -5.18 0.156
O -3.62 -1.06 -1.26 -0.516
H -1.78 -3.03 -0.37 0.351
C -1.19 -1.98 1.62 0.776
H 1.61 0.38 -4.63 -0.037
C 1.45 -3.16 2.34 -0.273
H 2.04 0.50 1.20 0.248
H -3.49 1.53 0.11 0.267
C 1.77 0.05 -1.03 0.717
C -2.01 -2.12 0.35 -0.341
H -2.07 2.95 1.70 0.326
O 1.77 0.19 -6.69 -0.889
H 2.14 -1.15 -5.14 0.146
O -1.89 -0.88 3.76 -0.570
F 1.16 0.52 -2.29 -0.242
H 0.51 3.13 1.81 0.318
C 1.54 1.06 0.27 -0.555
C -3.13 -0.94 -0.05 0.312
C 2.17 -0.09 -5.45 -0.304
C 0.06 -2.98 2.07 -0.618
C -2.15 0.68 1.84 0.606
H -1.67 2.31 3.53 0.300

=====

31
Properties=species:S:1:pos:R:3:mulliken_charge:R:1 method="wB97M-V/def2-TZVPD" total_charge=-1 orbital_gap_ev=6.885 mol_weight_g_mol=333.087 de_lowest_kcal_mol=0.00 homo_ha=-0.1503
C 0.09 2.96 2.39 0.416
N 1.02 4.91 3.83 -0.544
S -1.76 1.21 1.53 -0.414
H -1.34 -4.91 -0.70 0.349
H 0.71 -3.77 -1.50 0.356
H -0.62 -0.08 -2.38 0.372
C -0.80 -1.09 0.01 0.030
C 2.34 1.06 -1.36 -1.328
H 2.18 -1.26 -0.35 0.388
C -1.94 -1.77 0.46 0.076
Ni -0.12 0.65 0.32 -0.346
H -2.69 -1.23 1.03 0.330
H 2.90 0.73 -2.25 0.327
H 2.10 2.12 -1.46 0.417
C 0.14 -1.86 -0.69 0.731
C -2.13 -3.12 0.21 -0.675
C -2.04 3.00 3.57 0.014
C -1.19 -3.85 -0.50 -0.503
C 0.59 4.04 3.20 0.009
H 0.00 1.58 -2.46 0.299
H -3.03 -3.61 0.57 0.367
C 1.41 -1.15 -1.11 -0.358
H 1.80 -1.54 -2.06 0.332
C -1.16 2.47 2.56 0.376
N 1.11 0.29 -1.23 0.196
N -2.77 3.40 4.37 -0.546
H 0.86 0.27 -3.33 0.342
C -0.04 -3.21 -0.95 -0.869
S 1.12 2.30 1.18 -0.517
H 2.96 0.93 -0.48 0.405
C 0.28 0.53 -2.43 -1.032

=====

36
Properties=species:S:1:pos:R:3:lowdin_spin:R:1 method="wB97M-V/def2-TZVPD" orbital_gap_ev="7.267 / 6.849" mol_weight_g_mol=583.997 de_lowest_kcal_mol=32.83 homo_ha="-0.3054 / -0.3336" multiplicity=3
C 2.71 0.05 -0.21 0.004
C -2.74 1.31 3.20 0.003
C -0.95 0.87 1.72 0.008
C 3.94 -0.36 -0.71 0.004
C 1.85 0.34 -2.32 0.009
O -1.77 -1.48 0.13 0.002
C 4.11 -0.41 -2.08 -0.005
H 0.95 0.32 2.57 0.001
F -2.35 1.11 5.51 0.000
C 3.05 -0.05 -2.89 0.005
H 2.53 0.10 0.86 0.000
H -0.66 -4.08 -1.88 0.000
H -3.77 1.58 3.41 0.000
Cl 3.20 -0.10 -4.61 0.003
H -0.91 -4.45 -0.15 0.000
Br -2.77 1.06 -2.16 0.160
O -0.35 -1.44 -1.79 0.039
H -2.68 3.59 -2.10 0.037
Br 0.02 2.81 -0.08 0.096
C -2.26 1.24 1.90 0.015
H 4.73 -0.63 -0.03 0.001
N 1.70 0.39 -1.00 0.127
O 0.53 -2.30 0.32 0.001
C -0.08 0.60 2.75 0.001
H 0.07 0.47 4.91 0.000
Pd -0.38 0.44 -0.12 0.691
H 1.00 0.61 -2.93 0.001
H -2.90 1.47 1.06 0.003
H -2.25 -3.76 -1.12 0.000
H 5.05 -0.73 -2.52 0.000
C -2.48 2.77 -2.78 0.748
H -1.89 2.88 -3.68 0.040
C -0.56 0.68 4.05 0.000
S -0.63 -2.16 -0.54 0.002
C -1.17 -3.78 -0.96 0.000
C -1.88 1.03 4.25 0.001

=====

36
Properties=species:S:1:pos:R:3:mulliken_charge:R:1 method="wB97M-V/def2-TZVPD" total_charge=-1 orbital_gap_ev="7.615 / 7.602" mol_weight_g_mol=481.571 de_lowest_kcal_mol=13.98 homo_ha="-0.1952 / -0.1947"
H -1.33 -3.89 -0.29 0.420
C -0.08 5.26 0.33 -0.477
C -0.58 2.91 0.33 0.108
C -1.54 -2.29 1.53 0.614
C -0.77 -3.42 -2.26 0.522
Br 0.79 6.73 2.61 -0.226
C -0.48 4.12 -0.34 -0.346
C -0.28 2.84 1.68 -0.244
C -0.02 -2.40 1.22 -0.681
O -1.19 1.72 -1.65 -0.731
C -0.39 -3.70 -0.80 -0.559
O 1.09 -0.48 -2.10 -0.468
H 1.82 -0.23 -0.25 0.225
H 0.37 3.93 3.42 0.414
C 0.13 3.98 2.37 -0.572
H 0.24 -4.60 -0.74 0.338
N 0.24 -2.53 -0.20 0.757
C -1.01 1.68 -0.43 0.723
H -0.72 4.15 -1.39 0.438
Pd -1.33 -0.87 -1.04 0.767
H 2.31 -2.61 0.22 0.361
H 0.38 -3.23 1.80 0.310
O -2.32 -1.93 0.57 -0.640
O -1.89 -2.57 2.67 -0.751
C 1.94 -0.94 -1.07 -0.490
H 0.00 6.21 -0.18 0.408
H 2.99 -0.91 -1.39 0.373
H 0.44 -1.47 1.58 0.324
H 0.90 -1.20 -2.73 0.346
C 1.63 -2.36 -0.60 -1.152
C 0.23 5.17 1.68 0.183
O -1.17 0.62 0.27 -0.723
O -1.32 -2.27 -2.47 -0.731
O -0.56 -4.25 -3.14 -0.705
H -0.37 1.89 2.19 0.429
H 1.84 -3.06 -1.41 0.434

=====

42
Properties=species:S:1:pos:R:3:lowdin_spin:R:1 method="wB97M-V/def2-TZVPD" total_charge=-2 orbital_gap_ev="6.613 / 6.364" mol_weight_g_mol=636.940 homo_ha="-0.0715 / -0.0953" multiplicity=2
C -2.35 2.20 1.03 0.004
H 2.58 4.08 1.80 0.002
O 1.94 2.20 1.37 0.042
C -1.24 1.82 -2.45 0.006
H 3.89 2.88 1.57 0.002
N -1.84 -1.76 0.07 0.127
O -0.84 0.88 2.31 0.006
C -3.49 2.99 0.97 0.001
Ge 2.28 1.41 -3.24 0.000
O -1.64 2.11 -3.58 0.006
H 0.17 -5.35 -0.10 0.000
O 2.00 -2.84 0.91 0.000
H -0.63 -5.28 1.49 0.000
C -2.61 -4.08 0.15 0.004
Cl 2.60 -0.09 -1.40 0.026
C 0.13 -4.82 0.85 0.001
O 2.88 0.32 2.19 0.123
H -3.59 3.27 -2.40 0.000
C 2.90 3.06 2.00 0.024
H -2.94 -4.47 1.11 0.000
H -3.97 3.28 1.89 0.000
Sn 0.06 0.10 0.15 0.165
N 0.70 -2.46 0.64 0.015
C -1.56 -3.01 0.28 0.005
C -0.20 -3.38 0.60 0.002
H 2.91 2.86 3.07 0.003
H 1.10 -4.89 1.33 0.000
H -3.48 -3.64 -0.34 0.001
O -2.99 -1.35 -0.23 0.049
O -2.27 2.20 3.39 0.001
H -2.25 -4.92 -0.46 0.000
O -0.17 1.23 -2.16 0.067
C -3.26 2.99 -1.41 0.001
Cl 4.27 0.57 -4.31 0.000
C -1.78 1.72 2.38 0.001
H -4.84 4.01 -0.36 0.000
C 2.06 0.92 1.54 0.266
Cl 3.30 3.32 -2.33 0.000
N -1.69 1.86 -0.06 0.044
C -2.11 2.22 -1.25 0.005
H 2.50 -2.00 0.87 -0.001
C -3.95 3.39 -0.27 0.000

=====

47
Properties=species:S:1:pos:R:3:mulliken_charge:R:1 method="wB97M-V/def2-TZVPD" orbital_gap_ev=10.696 mol_weight_g_mol=568.296 homo_ha=-0.3666
O 0.38 -0.69 2.32 -0.304
C -0.04 4.41 0.57 0.621
C -1.72 -0.89 -1.10 0.411
C 1.85 -0.10 -0.99 -0.526
O 2.01 -0.19 0.38 -0.275
H 3.92 -0.79 3.80 0.268
C -0.15 -3.04 -1.36 0.765
F 0.74 4.45 -0.52 -0.240
H 2.41 -0.92 -1.50 0.273
H -1.04 -2.68 0.62 0.264
C -0.33 -3.32 0.10 -0.789
H 0.07 1.31 2.61 0.265
F -0.54 0.55 -2.64 -0.219
O 2.84 -1.59 2.39 -0.533
F 0.89 -2.28 -1.67 -0.234
F -0.52 5.63 0.97 -0.247
F -2.62 0.08 -3.13 -0.368
F -2.92 2.37 -2.30 -0.341
H -1.10 0.42 1.46 0.491
C -1.24 3.51 0.17 0.646
H 2.26 0.87 -1.32 0.324
H 3.09 0.25 2.61 0.264
H 1.99 -3.56 0.21 0.453
F -2.25 4.41 -0.20 -0.338
C 3.01 -0.57 3.28 -0.680
C -1.45 -2.23 -1.85 0.776
F -2.86 -0.92 -0.39 -0.379
H 2.16 -0.42 3.90 0.247
F -0.39 3.34 -2.05 -0.332
H 0.77 -0.30 -1.20 -0.069
Si 1.56 -1.42 1.42 0.717
F -0.74 -0.76 -0.26 -0.001
F 0.00 -4.21 -2.00 -0.370
F 0.80 3.79 1.44 -0.205
H 0.37 0.80 0.84 0.353
C 1.11 -3.25 0.79 -0.882
F -1.28 -2.07 -3.20 -0.330
C -2.08 1.74 -1.45 0.779
C -0.09 0.53 1.82 -0.706
H -0.67 -4.35 0.19 0.531
F -1.50 2.77 1.23 -0.151
F -2.73 1.48 -0.32 -0.248
F 0.10 1.74 -0.60 -0.476
F -2.58 -2.98 -1.66 -0.328
C -0.85 2.59 -1.01 0.171
H 1.09 -3.92 1.76 0.301
C -1.73 0.41 -2.13 0.651

=====

28
Properties=species:S:1:pos:R:3:mulliken_charge:R:1 method="wB97M-V/def2-TZVPD" total_charge=+1 orbital_gap_ev=7.816 mol_weight_g_mol=197.261 de_lowest_kcal_mol=115.88 homo_ha=-0.4808
C -0.39 -1.87 -0.65 0.675
H -2.95 -0.79 -1.06 0.299
H 2.35 1.59 0.74 0.343
H -3.51 -2.38 -0.26 0.352
N 1.86 -2.36 -0.08 -0.610
H -0.39 3.40 0.22 0.257
H 0.29 0.54 -2.48 0.352
C 2.95 -1.78 0.42 -0.262
C 3.26 -0.42 0.68 -0.690
H -1.61 0.51 2.11 0.464
H 0.21 2.04 1.37 0.458
H -3.06 -1.31 1.82 0.430
C -2.47 -0.89 1.02 -0.517
C 0.26 1.40 -1.79 -1.446
H 3.65 -2.52 0.62 0.501
C -1.30 1.22 0.22 0.718
N -1.51 -2.15 -0.82 -0.098
C -1.91 0.32 1.15 -0.934
H 1.35 1.49 -1.65 0.457
C 2.19 0.49 0.53 -0.256
C -2.70 -1.61 -0.31 -0.582
H -0.19 2.27 -2.25 0.398
H -2.11 1.14 -0.56 0.367
C 0.89 -1.47 -0.28 -0.032
H 4.30 -0.29 1.11 0.351
C -0.03 1.09 -0.36 1.098
C -0.40 2.32 0.56 -1.345
C 0.96 0.04 -0.01 0.251

=====

35
Properties=species:S:1:pos:R:3:mulliken_charge:R:1 method="wB97M-V/def2-TZVPD" orbital_gap_ev=7.793 mol_weight_g_mol=303.278 de_lowest_kcal_mol=0.00 homo_ha=-0.3135
H -0.09 2.79 0.00 0.197
H 2.47 -0.46 2.57 0.486
C 1.38 -0.93 -0.66 0.668
C -3.68 0.76 0.33 -0.069
C 1.41 -0.36 0.70 0.744
H 0.89 0.93 -1.58 0.452
N 0.81 0.76 0.83 0.039
H 1.41 -1.84 2.24 0.362
C -2.33 1.17 -0.01 0.021
C 1.61 -2.28 -0.88 -0.458
C 1.07 -0.12 -1.76 -0.319
N -4.03 1.61 1.38 -0.199
H 1.20 -2.42 -4.24 0.487
H -0.92 4.07 0.95 0.354
C -2.00 2.24 0.75 0.153
C 1.55 -2.79 -2.17 -0.251
C -0.72 3.00 0.86 -0.509
O -4.39 -0.12 -0.10 -0.667
C 2.10 -1.13 1.79 -1.871
O -0.23 3.03 3.22 -0.650
H 1.10 1.01 2.87 0.194
C 1.25 -1.98 -3.25 -0.470
N 1.81 -4.20 -2.37 1.023
C 1.01 -0.64 -3.03 -0.790
N -3.07 2.61 1.53 -0.184
H 2.95 -1.67 1.39 0.448
H -1.73 0.70 -0.77 0.486
H -2.92 2.98 2.46 0.331
O 1.72 -4.62 -3.51 -0.621
H 1.83 -2.97 -0.07 0.563
H -4.98 1.79 1.65 0.250
H 0.77 0.01 -3.87 0.412
C -0.06 2.52 2.14 0.329
O 2.10 -4.86 -1.40 -0.615
N 0.69 1.39 2.01 -0.325

=====

28
Properties=species:S:1:pos:R:3:mulliken_charge:R:1 method="wB97M-V/def2-TZVPD" smiles="CCC(=O)[C@@H]1C=CN=C1c1ccccc1" orbital_gap_ev=8.803 mol_weight_g_mol=199.253 de_lowest_kcal_mol=83.87 homo_ha=-0.3140
H 0.26 1.56 -1.18 0.141
H -1.86 -1.96 0.59 0.418
H 0.18 -0.86 -1.80 0.374
H 3.52 -1.43 -0.31 0.414
N 0.57 -2.20 1.09 -0.777
C -3.12 -0.27 0.90 -0.383
C 1.10 1.08 -1.81 -0.305
H 2.36 -3.44 0.54 0.506
C -3.16 1.03 1.36 -0.463
H -4.13 -0.77 0.76 0.282
H -4.07 1.52 1.68 0.391
C 1.98 -2.51 0.69 -0.616
C 0.44 -0.93 0.82 0.017
H -0.81 0.36 -2.80 0.280
C 2.17 0.83 -0.87 0.181
C -1.95 -0.89 0.78 -0.760
C -2.00 1.79 1.41 -0.545
H 1.88 0.49 1.21 0.340
H -2.01 2.91 1.70 0.266
C 1.72 -0.21 0.33 0.601
C 0.18 -0.07 -2.45 -1.146
H 0.65 -0.52 -3.31 0.348
O 3.24 1.33 -0.74 -0.555
H 0.21 1.73 1.46 0.392
H 1.49 1.80 -2.53 0.412
C -0.75 -0.16 0.95 1.179
C -0.74 1.20 1.27 -0.239
C 2.63 -1.41 0.26 -0.755

=====

32
Properties=species:S:1:pos:R:3:mulliken_charge:R:1 method="wB97M-V/def2-TZVPD" smiles="CCN1C(=O)C[C@H](Sc2ccccc2C(=O)O)C1=O" orbital_gap_ev=8.880 mol_weight_g_mol=279.317 de_lowest_kcal_mol=0.00 homo_ha=-0.3219
H 1.87 -3.25 -1.30 0.408
O 2.06 2.74 0.12 -0.602
H -0.05 2.56 0.42 0.608
H -1.38 -2.28 0.08 0.210
C 1.39 0.08 -0.97 0.286
N -2.26 0.24 0.53 0.159
C 3.06 -1.95 -0.08 -0.660
C 2.75 1.77 0.32 0.584
C 3.27 -0.66 0.34 -0.533
C -2.82 -0.99 1.03 -0.700
H -2.90 -3.08 0.50 0.385
H -3.90 -0.86 1.08 0.417
H -2.84 -1.98 -0.88 0.308
H 4.07 -0.43 1.02 0.473
O -4.15 1.06 -0.45 -0.617
C 2.45 0.38 -0.11 0.365
H 4.07 2.80 1.21 0.360
O -0.16 -0.03 1.40 -0.625
H -2.42 -1.16 2.04 0.322
C -2.46 -2.16 0.12 -0.982
C 1.20 -1.22 -1.40 -0.516
H -2.36 3.20 0.04 0.285
C -2.99 1.17 -0.18 0.514
C -2.05 2.32 -0.52 -0.711
H 3.70 -2.75 0.29 0.405
H -2.12 2.56 -1.58 0.333
C -0.94 0.59 0.72 0.079
S 0.24 1.28 -1.60 -0.280
C 2.03 -2.24 -0.97 -0.507
O 3.92 1.87 0.96 -0.475
H 0.39 -1.43 -2.09 0.500
C -0.68 1.83 -0.09 0.207